The following is a DFT calculation (wB97M-V/def2-TZVPD) of a cluster of 9 separate species, C32H89N7O11 in total.

Geometry (Å):
C (-2.91149, -4.02612, 7.01847)
C (-3.69447, -3.88795, 5.62126)
C (-3.02132, -4.59135, 4.40329)
O (-1.70044, -4.03678, 4.19031)
C (-0.95385, -4.43181, 3.11285)
N (-5.01557, -4.42505, 5.91392)
H (-3.48134, -3.54730, 7.81479)
H (-1.98356, -3.49762, 6.79997)
H (-2.57514, -5.05528, 7.14417)
H (-3.79333, -2.84462, 5.32161)
H (-3.67611, -4.39609, 3.55404)
H (-2.98026, -5.65684, 4.62942)
H (-0.61947, -5.46568, 3.19888)
H (-0.13302, -3.71498, 3.09078)
H (-1.55232, -4.29891, 2.21159)
H (-5.51606, -4.59464, 5.05319)
H (-5.59460, -3.72920, 6.36183)
C (-0.37322, 0.88005, -6.06930)
C (0.37901, 0.13710, -4.98094)
C (0.96043, 1.09877, -3.89899)
O (1.80650, 2.05126, -4.53817)
C (2.48658, 2.96476, -3.62667)
N (-0.53910, -0.83608, -4.44740)
H (-1.31586, 1.32718, -5.75370)
H (-0.58315, 0.12741, -6.82927)
H (0.28852, 1.60644, -6.54106)
H (1.23377, -0.43149, -5.34727)
H (1.63953, 0.50348, -3.28861)
H (0.22232, 1.63121, -3.29915)
H (2.00421, 3.93963, -3.69764)
H (3.50280, 3.12148, -3.98840)
H (2.48621, 2.75921, -2.55623)
H (-1.34352, -0.38823, -4.03215)
H (-0.90830, -1.43929, -5.16846)
C (-1.02151, -4.56867, -1.17305)
C (-1.75836, -5.18099, -2.36899)
C (-2.74788, -4.14344, -2.92112)
O (-3.20271, -4.48491, -4.22345)
C (-3.83117, -3.39811, -4.95150)
N (-0.76478, -5.55022, -3.36309)
H (-0.29782, -3.79223, -1.42105)
H (-0.57020, -5.36100, -0.57586)
H (-1.80367, -4.07086, -0.59989)
H (-2.30193, -6.09369, -2.12483)
H (-2.35817, -3.13139, -3.03064)
H (-3.65790, -4.14567, -2.32115)
H (-4.51095, -2.77537, -4.36995)
H (-4.49096, -3.79050, -5.72533)
H (-3.11767, -2.83014, -5.54850)
H (-1.33455, -5.76425, -4.16910)
H (-0.25872, -4.73123, -3.66849)
C (5.14430, -2.38585, 1.92993)
C (4.89601, -2.28056, 0.43953)
C (5.34761, -0.98874, -0.30363)
O (5.14359, -1.17140, -1.68855)
C (5.29301, -0.03550, -2.61031)
N (5.47069, -3.41469, -0.16620)
H (4.87257, -3.41826, 2.14991)
H (4.66864, -1.64449, 2.57198)
H (6.21017, -2.47438, 2.14013)
H (3.81075, -2.37196, 0.39527)
H (6.36744, -0.69433, -0.05593)
H (4.76907, -0.12723, 0.02985)
H (5.24427, -0.37834, -3.64384)
H (6.16722, 0.58436, -2.41124)
H (4.37968, 0.55908, -2.59032)
H (5.41752, -3.13472, -1.13517)
H (6.47858, -3.45808, -0.11752)
C (1.45257, -0.89146, 4.25541)
C (0.74814, 0.44937, 4.50165)
C (1.51725, 1.79157, 4.68488)
O (1.91364, 1.94142, 6.02367)
C (2.63269, 3.17319, 6.20417)
N (-0.28587, 0.57232, 3.54657)
H (2.04980, -0.78041, 3.35037)
H (0.83272, -1.74946, 3.99514)
H (2.19121, -1.20685, 4.99233)
H (0.26186, 0.40894, 5.47633)
H (0.86761, 2.63699, 4.45834)
H (2.35172, 1.79992, 3.98367)
H (2.18336, 4.00547, 5.66240)
H (3.54958, 3.14010, 5.61568)
H (2.68429, 3.45486, 7.25589)
H (-0.90722, -0.21952, 3.63032)
H (0.26806, 0.48824, 2.70622)
C (-2.30620, -0.20786, -1.11156)
C (-3.38978, 0.77769, -1.48911)
C (-4.13289, 0.44862, -2.83783)
O (-3.23367, 0.40728, -3.94046)
C (-3.95668, 0.20604, -5.16504)
N (-4.24430, 0.74018, -0.30218)
H (-1.84852, 0.17214, -0.19819)
H (-1.52373, -0.29856, -1.86496)
H (-2.67204, -1.21964, -0.93671)
H (-2.90631, 1.75052, -1.57838)
H (-4.93852, 1.17779, -2.92362)
H (-4.58268, -0.54120, -2.76016)
H (-4.27889, 1.20965, -5.44261)
H (-4.80908, -0.44905, -4.98513)
H (-3.30449, -0.28069, -5.89019)
H (-3.75884, 1.03546, 0.53283)
H (-4.96442, 1.44040, -0.40815)
C (-3.79206, 6.71864, 0.41833)
C (-2.32754, 6.36803, 0.15676)
C (-2.09495, 4.86232, -0.05662)
O (-0.68681, 4.68316, -0.28237)
C (-0.27321, 3.40287, -0.64575)
N (-2.01751, 7.20827, -1.00742)
H (-4.20440, 6.34683, 1.35633)
H (-4.45470, 6.46655, -0.40960)
H (-3.82569, 7.80395, 0.51347)
H (-1.77609, 6.73610, 1.02193)
H (-2.61118, 4.54292, -0.96193)
H (-2.46041, 4.32306, 0.81731)
H (0.80437, 3.34746, -0.80015)
H (-0.66921, 3.17375, -1.63508)
H (-0.58238, 2.64001, 0.06878)
H (-2.61607, 6.99933, -1.79366)
H (-2.26504, 8.15400, -0.75361)
C (3.62826, 4.19847, 0.96388)
C (4.66935, 4.37642, 2.07253)
O (5.85052, 3.65298, 1.78359)
O (3.27745, 2.87724, 0.59648)
H (4.00807, 4.69376, 0.07027)
H (2.75142, 4.75455, 1.29560)
H (4.16147, 3.92998, 2.92742)
H (4.85091, 5.42164, 2.32284)
H (6.36833, 3.49470, 2.57632)
H (3.99784, 2.48382, 0.09863)
C (1.51729, 0.16396, -0.14071)
C (1.18423, -1.32574, -0.48167)
O (0.55540, -1.91232, 0.57273)
O (2.20211, 0.38351, 1.09953)
H (0.56708, 0.69731, -0.16794)
H (2.18452, 0.55585, -0.90839)
H (2.13151, -1.84516, -0.62641)
H (0.52152, -1.44499, -1.33882)
H (1.14987, -1.83832, 1.32288)
H (2.41908, 1.31682, 1.15833)

Values from the calculation:
HOMO energy (spin up / spin down)	0.59 / -7.05	eV
2S+1	2
total charge	-1



The following is a DFT calculation (wB97M-V/def2-TZVPD) of a cluster of 9 separate species, C32H89N7O11 in total.

Geometry (Å):
C (-31.32428, -5.22887, -2.79336)
O (-30.37949, -4.80224, -1.69752)
C (-29.01238, -4.89012, -2.04402)
C (-28.01457, -4.61750, -0.86260)
C (-28.26108, -3.26484, -0.14267)
N (-26.68650, -4.59594, -1.57107)
H (-31.24892, -6.24131, -3.19007)
H (-31.24463, -4.53014, -3.62615)
H (-32.32760, -5.04832, -2.40754)
H (-28.77717, -5.88472, -2.42287)
H (-28.91279, -4.13141, -2.82026)
H (-28.08239, -5.38915, -0.09576)
H (-29.31590, -3.24044, 0.13095)
H (-28.12996, -2.37689, -0.76110)
H (-27.69472, -3.24830, 0.78849)
H (-26.47526, -5.56927, -1.73871)
H (-25.97880, -4.42396, -0.87129)
C (-29.32955, -2.37038, -6.24741)
O (-30.20301, -1.28648, -6.72667)
C (-31.44569, -1.24337, -6.13491)
C (-32.36149, -0.28963, -6.86504)
C (-31.73815, 1.11721, -6.84688)
N (-33.63930, -0.39927, -6.28897)
H (-28.33997, -2.34181, -6.70349)
H (-29.75957, -3.35106, -6.45103)
H (-29.18638, -2.33061, -5.16759)
H (-31.90245, -2.23216, -6.09293)
H (-31.36615, -1.06407, -5.06270)
H (-32.24507, -0.66353, -7.88226)
H (-32.35151, 1.85598, -7.36274)
H (-30.74487, 1.15149, -7.29444)
H (-31.76339, 1.46120, -5.81290)
H (-34.21999, 0.22589, -6.82940)
H (-34.09109, -1.26579, -6.54416)
C (-30.09438, -13.20361, -6.32984)
O (-31.04360, -12.27477, -6.69050)
C (-32.39290, -12.66578, -6.30066)
C (-33.39094, -11.50353, -6.55367)
C (-33.12304, -10.34410, -5.60174)
N (-34.70406, -12.09898, -6.30493)
H (-30.01770, -13.26224, -5.24413)
H (-29.09664, -12.90252, -6.64916)
H (-30.22333, -14.23444, -6.65978)
H (-32.68592, -13.51519, -6.91770)
H (-32.43346, -12.98549, -5.25939)
H (-33.22816, -11.23680, -7.59792)
H (-33.24744, -10.68883, -4.57520)
H (-33.58862, -9.37338, -5.77218)
H (-32.08257, -10.10644, -5.82317)
H (-34.78739, -12.81118, -7.01623)
H (-35.34011, -11.36098, -6.57115)
C (-23.40794, -7.00992, -6.56370)
O (-24.32815, -5.94032, -6.92849)
C (-23.92581, -5.23037, -8.14896)
C (-24.71862, -4.00324, -8.32206)
C (-26.24240, -4.35921, -8.42959)
N (-24.28569, -3.34232, -9.54606)
H (-22.43071, -6.58530, -6.33388)
H (-23.43013, -7.54631, -7.51233)
H (-23.76994, -7.62388, -5.73900)
H (-22.86152, -5.05229, -8.30286)
H (-24.17013, -5.84173, -9.01766)
H (-24.66259, -3.40020, -7.41580)
H (-26.56219, -5.15985, -7.76266)
H (-26.47458, -4.75537, -9.41815)
H (-26.89004, -3.50746, -8.22178)
H (-24.66393, -3.80487, -10.36036)
H (-24.81984, -2.48519, -9.53502)
C (-28.66130, -7.48297, -10.97602)
O (-28.08322, -8.80254, -11.11325)
C (-28.93980, -9.95094, -11.07691)
C (-29.55060, -10.17003, -9.67667)
C (-28.52457, -10.34008, -8.57372)
N (-30.44013, -11.37695, -9.71214)
H (-28.78144, -7.28237, -9.91139)
H (-29.56785, -7.29624, -11.55169)
H (-27.94391, -6.75402, -11.35297)
H (-29.70180, -9.96367, -11.85619)
H (-28.20240, -10.70046, -11.36426)
H (-30.14168, -9.30136, -9.38662)
H (-28.99717, -10.37338, -7.59207)
H (-27.86319, -9.47409, -8.60121)
H (-27.90899, -11.23378, -8.67600)
H (-30.77558, -11.60426, -8.78699)
H (-31.22182, -11.09246, -10.28497)
C (-32.47677, -5.54796, -6.50447)
O (-31.60368, -5.49815, -7.57893)
C (-31.89589, -4.50218, -8.50230)
C (-30.98591, -4.65005, -9.78081)
C (-29.51008, -4.32604, -9.47115)
N (-31.39453, -3.73684, -10.80026)
H (-33.40926, -5.90960, -6.93781)
H (-32.72821, -4.60510, -6.01876)
H (-32.05316, -6.26149, -5.79770)
H (-32.95969, -4.50683, -8.73982)
H (-31.84316, -3.51533, -8.04246)
H (-31.06007, -5.62436, -10.26385)
H (-28.82428, -4.26568, -10.31622)
H (-29.09972, -5.06336, -8.78118)
H (-29.40970, -3.35427, -8.98774)
H (-30.79104, -3.70192, -11.60939)
H (-31.24947, -2.83840, -10.36222)
C (-26.67372, -11.75293, -4.14542)
O (-25.42742, -11.96956, -4.85295)
C (-24.64716, -10.79230, -4.95945)
C (-23.32436, -11.17588, -5.53289)
C (-22.50325, -12.36738, -4.76723)
N (-22.42926, -9.99510, -5.53943)
H (-27.20121, -11.13045, -4.86818)
H (-26.51366, -11.40228, -3.12584)
H (-27.13745, -12.73937, -4.14522)
H (-25.10715, -9.93679, -5.45404)
H (-24.48809, -10.56043, -3.90634)
H (-23.52257, -11.52907, -6.54485)
H (-21.61499, -12.62883, -5.34233)
H (-23.12088, -13.22974, -4.51628)
H (-22.15134, -12.06095, -3.78217)
H (-21.60524, -10.34239, -6.00899)
H (-22.12164, -9.79471, -4.59852)
O (-28.75961, -7.86788, -4.28371)
C (-29.02255, -8.08980, -5.62174)
C (-28.66743, -6.82496, -6.49517)
O (-29.41682, -5.69040, -6.07741)
H (-28.57839, -6.93521, -4.14631)
H (-28.34787, -8.87563, -5.96138)
H (-30.10618, -8.20496, -5.64596)
H (-28.80563, -7.05142, -7.55239)
H (-27.61045, -6.56931, -6.42080)
H (-30.10735, -5.63175, -6.74173)
O (-29.02962, -10.23129, -2.46336)
C (-30.21171, -10.42308, -3.23532)
C (-31.19240, -11.31905, -2.39179)
O (-31.86601, -10.53706, -1.46651)
H (-29.01331, -9.29197, -2.26585)
H (-30.68984, -9.53988, -3.65892)
H (-30.02665, -11.03470, -4.11837)
H (-30.72917, -12.26121, -2.09877)
H (-31.93977, -11.70936, -3.08260)
H (-32.64082, -11.00422, -1.14552)

Values from the calculation:
HOMO energy	-9.24	eV
2S+1	1
total charge	0
SMILES string	COC[C@H](C)N.COC[C@H](C)N.COC[C@H](C)N.COC[C@H](C)N.COC[C@H](C)N.COC[C@H](C)N.COC[C@H](C)N.OCCO.OCCO



The following is a DFT calculation (wB97M-V/def2-TZVPD) of a cluster of 10 separate species, C32H90N6O14 in total.

Geometry (Å):
C (1.61079, 4.64121, 1.09779)
O (0.89478, 3.81076, 0.13528)
C (0.92134, 4.31682, -1.15642)
C (2.34102, 4.34031, -1.70254)
C (2.31290, 4.73888, -3.14438)
N (2.87921, 3.02948, -1.57846)
H (2.54123, 4.99902, 0.72698)
H (1.85155, 4.02197, 1.97653)
H (1.03765, 5.55020, 1.38215)
H (0.30727, 3.64010, -1.79902)
H (0.39505, 5.24482, -1.17095)
H (2.89646, 4.98669, -1.09869)
H (1.82847, 5.71771, -3.31400)
H (1.62781, 4.09944, -3.62732)
H (3.22569, 4.80201, -3.65122)
H (2.64381, 2.66031, -0.67049)
H (2.45840, 2.37532, -2.23104)
C (1.75226, 2.54273, -5.82140)
O (1.41404, 1.64080, -4.82496)
C (0.08514, 1.68972, -4.40198)
C (-0.67328, 0.39196, -4.81983)
C (-2.12445, 0.34146, -4.19624)
N (0.10343, -0.85924, -4.70814)
H (2.84499, 2.63720, -5.70042)
H (1.25331, 3.48555, -5.68931)
H (1.52280, 2.21683, -6.80604)
H (0.11845, 1.66169, -3.27768)
H (-0.55185, 2.57731, -4.67412)
H (-0.78494, 0.46939, -5.91765)
H (-2.57543, 1.33918, -4.43054)
H (-2.13222, -0.03250, -3.15914)
H (-2.74690, -0.38881, -4.71774)
H (0.18235, -1.17050, -3.71909)
H (1.06076, -0.67081, -5.00348)
C (-3.04448, 3.15028, -0.84087)
O (-2.92355, 2.89314, 0.51513)
C (-2.27856, 3.98250, 1.12245)
C (-1.98789, 3.53521, 2.56711)
C (-3.28752, 3.19886, 3.22655)
N (-1.38691, 4.71601, 3.25954)
H (-3.07248, 4.24447, -1.08389)
H (-3.90119, 2.63573, -1.23127)
H (-2.12385, 2.71807, -1.27258)
H (-1.31443, 4.21238, 0.61095)
H (-2.92050, 4.82452, 1.13684)
H (-1.37649, 2.66279, 2.60491)
H (-3.27739, 3.41745, 4.25311)
H (-3.47870, 2.14796, 3.05498)
H (-4.12986, 3.78120, 2.84202)
H (-0.37020, 4.60541, 3.16197)
H (-1.64293, 4.59514, 4.24330)
C (-6.20434, -4.67222, -2.08344)
O (-5.20572, -3.86009, -1.42727)
C (-3.86323, -4.01678, -1.84552)
C (-3.48476, -3.25123, -3.08156)
C (-3.91672, -3.92161, -4.36626)
N (-2.07179, -3.14221, -3.09026)
H (-7.01495, -4.42116, -1.49647)
H (-6.00228, -5.71709, -1.81628)
H (-6.28760, -4.47776, -3.10800)
H (-3.19528, -3.60235, -0.98681)
H (-3.52941, -5.12318, -1.95574)
H (-4.05423, -2.28911, -2.94531)
H (-4.97336, -3.99849, -4.42602)
H (-3.43964, -4.87771, -4.43734)
H (-3.51816, -3.34224, -5.21802)
H (-1.70981, -2.91976, -4.01568)
H (-1.70985, -2.47771, -2.45762)
C (-1.87558, -3.38700, 3.23179)
O (-0.85630, -3.83356, 2.33053)
C (-1.28784, -4.35309, 1.07857)
C (-0.12234, -4.57415, 0.14174)
C (0.46899, -3.26562, -0.30259)
N (-0.36823, -5.38430, -1.05309)
H (-2.66695, -2.89358, 2.60499)
H (-1.34386, -2.80013, 3.99514)
H (-2.19806, -4.34536, 3.70543)
H (-1.79730, -5.34785, 1.36233)
H (-1.96422, -3.62701, 0.66524)
H (0.71615, -5.07973, 0.66856)
H (-0.29754, -2.49899, -0.54858)
H (1.18811, -3.36231, -1.21226)
H (0.96976, -2.69414, 0.52342)
H (-1.03268, -6.14370, -0.89603)
H (-0.70358, -4.83985, -1.84312)
C (6.53645, -0.91011, 3.86738)
O (5.68086, -1.07527, 2.75427)
C (5.66936, 0.08026, 1.95933)
C (4.68347, -0.14950, 0.81979)
C (5.15721, -1.02038, -0.26591)
N (4.00520, 1.06229, 0.32450)
H (7.54534, -0.71718, 3.57454)
H (6.51603, -1.85289, 4.49434)
H (6.17043, -0.10497, 4.52381)
H (5.30376, 0.96026, 2.55071)
H (6.65502, 0.28291, 1.59214)
H (3.85657, -0.66548, 1.37355)
H (5.61184, -1.83564, 0.22031)
H (5.84308, -0.44761, -0.88237)
H (4.46979, -1.40023, -1.00669)
H (3.77863, 1.67923, 1.12766)
H (4.64643, 1.61655, -0.22699)
O (0.73333, -1.75474, 3.20442)
C (1.76543, -2.68491, 3.30271)
C (2.49887, -2.37817, 4.63186)
O (3.59187, -1.46901, 4.38638)
H (0.01379, -2.16358, 2.77455)
H (1.36153, -3.63960, 3.42821)
H (2.50415, -2.64108, 2.52151)
H (2.84247, -3.34847, 4.99443)
H (1.78844, -1.92454, 5.33744)
H (4.15587, -1.82553, 3.68253)
O (-2.44061, -1.35789, -0.14301)
C (-3.71703, -0.99695, 0.51608)
C (-4.69087, -0.29112, -0.51879)
O (-5.82147, -1.09599, -0.82300)
H (-1.67991, -0.85359, 0.31015)
H (-4.27296, -1.89918, 0.81731)
H (-3.51261, -0.31884, 1.35183)
H (-4.20340, -0.15433, -1.49640)
H (-4.98130, 0.71416, -0.09981)
H (-5.49100, -1.94145, -1.03613)
O (3.13867, 1.28604, 3.63709)
C (2.29510, 2.17289, 4.46207)
C (1.01694, 1.40565, 4.86938)
O (0.25523, 0.95314, 3.74880)
H (3.50419, 0.52133, 4.12707)
H (2.87976, 2.45071, 5.34140)
H (2.07422, 3.04214, 3.85790)
H (0.40629, 2.10244, 5.49391)
H (1.34117, 0.55785, 5.43576)
H (0.23213, 0.02613, 3.71313)
O (1.64121, 0.11874, -1.60724)
C (0.45306, 0.52844, -0.89989)
C (0.61906, 0.33353, 0.56254)
O (-0.70290, 0.17697, 1.27038)
H (2.39734, 0.32104, -1.21697)
H (0.29000, 1.56341, -1.16218)
H (-0.36595, -0.05895, -1.44139)
H (0.96077, 1.23462, 0.97349)
H (1.09912, -0.62562, 0.74480)
H (-0.76181, 0.78501, 1.97615)

Values from the calculation:
HOMO energy	-8.72	eV
2S+1	1
total charge	0
SMILES string	COC[C@H](C)N.COC[C@H](C)N.COC[C@H](C)N.COC[C@H](C)N.COC[C@H](C)N.COC[C@H](C)N.OCCO.OCCO.OCCO.OCCO